i.
Formula: C3H14N2O3
Source: the Open Molecules 2025 dataset
Level of theory: ωB97M-V/def2-TZVPD

Kohn-Sham gap, eV: 9.70
Spin multiplicity: 1
Lowest unoccupied orbital energy, hartree: 0.0195
SMILES: NCCNCO.O.O
HOMO, eV: -9.18

Each line ends with the natural charge from an NBO analysis.
Positions of all 22 atoms, in Å:
1 N 2.390 0.213 -0.178  -0.868
2 C 2.007 -1.188 -0.066  -0.234
3 C 0.600 -1.481 -0.592  -0.226
4 N -0.402 -0.421 -0.482  -0.688
5 C -1.736 -0.743 -1.021  0.105
6 O -2.452 0.456 -1.006  -0.710
7 H 2.967 0.417 -1.005  0.369
8 H 3.071 0.518 0.509  0.370
9 H 2.781 -1.859 -0.467  0.192
10 H 1.999 -1.474 1.008  0.193
11 H 0.173 -2.290 0.138  0.203
12 H 0.600 -1.775 -1.684  0.173
13 H -0.080 0.504 -0.752  0.401
14 H -2.094 -1.679 -0.416  0.167
15 H -1.682 -0.914 -2.104  0.155
16 H -2.779 0.586 -0.104  0.492
17 O -1.491 0.116 1.837  -1.027
18 H -0.986 0.308 2.630  0.464
19 H -0.875 0.003 1.035  0.484
20 O 0.890 2.554 0.858  -0.951
21 H 1.209 1.650 0.663  0.479
22 H 1.097 2.597 1.799  0.455

ii.
Formula: C3H14N2O3
Source: the Open Molecules 2025 dataset
Level of theory: ωB97M-V/def2-TZVPD

Kohn-Sham gap, eV: 8.34
Spin multiplicity: 1
Lowest unoccupied orbital energy, hartree: 0.0263
SMILES: C/C(N)=C/N.O.O.O
HOMO, eV: -7.62

Each line ends with the natural charge from an NBO analysis.
Positions of all 22 atoms, in Å:
1 C 2.141 0.337 1.297  -0.636
2 C 1.150 -0.162 0.298  0.097
3 N 0.576 0.782 -0.577  -0.850
4 C 0.855 -1.455 0.162  -0.124
5 N -0.078 -1.988 -0.726  -0.847
6 H 2.824 1.057 0.838  0.217
7 H 2.733 -0.479 1.682  0.223
8 H 1.630 0.897 2.094  0.213
9 H 0.424 1.691 -0.168  0.389
10 H -0.302 0.410 -0.914  0.380
11 H 1.346 -2.156 0.814  0.190
12 H -0.048 -1.635 -1.681  0.386
13 H -0.109 -2.990 -0.720  0.380
14 O -1.549 -0.312 2.044  -0.977
15 H -1.415 -0.768 2.878  0.479
16 H -0.818 -0.602 1.475  0.491
17 O -0.613 0.455 -3.433  -0.960
18 H -1.254 1.174 -3.483  0.475
19 H 0.026 0.697 -2.754  0.480
20 O -2.254 1.808 0.014  -0.970
21 H -2.136 1.088 0.650  0.495
22 H -3.131 2.153 0.209  0.471

Of them, i has the lowest stability.

i.
Formula: C7H9N3O2
Source: the Open Molecules 2025 dataset
Level of theory: ωB97M-V/def2-TZVPD

Kohn-Sham gap, eV: 8.96
Spin multiplicity: 1
Lowest unoccupied orbital energy, hartree: -0.0025
SMILES: [H]/N=N/[C@](O)(OC)c1ccncc1
HOMO, eV: -9.03

Each line ends with the natural charge from an NBO analysis.
Positions of all 21 atoms, in Å:
1 H -2.417 -2.467 -0.649  0.335
2 N -2.322 -1.818 0.081  -0.419
3 N -2.027 -0.706 -0.451  -0.149
4 C -1.463 0.205 0.355  0.657
5 O -1.312 -0.030 1.721  -0.708
6 O -1.518 1.503 -0.004  -0.508
7 C -0.740 2.428 0.794  -0.280
8 C 0.246 -0.316 -0.258  0.050
9 C 1.107 -0.871 0.669  -0.312
10 C 2.410 -1.222 0.250  0.055
11 N 2.704 -0.956 -1.003  -0.441
12 C 1.908 -0.338 -1.848  0.046
13 C 0.553 0.007 -1.544  -0.292
14 H -1.385 -1.035 1.665  0.495
15 H -1.224 2.489 1.791  0.218
16 H -0.930 3.408 0.325  0.197
17 H 0.300 2.374 0.531  0.206
18 H 0.647 -1.182 1.571  0.220
19 H 3.196 -1.597 0.927  0.203
20 H 2.320 -0.481 -2.861  0.200
21 H -0.055 0.606 -2.061  0.227

ii.
Formula: C7H9N3O2
Source: the Open Molecules 2025 dataset
Level of theory: ωB97M-V/def2-TZVPD

Kohn-Sham gap, eV: 10.19
Spin multiplicity: 1
Lowest unoccupied orbital energy, hartree: 0.0165
SMILES: N[C@H](Cc1ncccn1)C(=O)O
HOMO, eV: -9.74

Each line ends with the natural charge from an NBO analysis.
Positions of all 21 atoms, in Å:
1 N -0.499 1.039 -2.154  -0.866
2 C -1.323 1.015 -0.928  -0.157
3 C -0.677 1.284 0.481  -0.465
4 C 0.369 0.283 0.868  0.430
5 N 0.889 -0.496 -0.095  -0.507
6 C 1.854 -1.372 0.242  0.094
7 C 2.233 -1.543 1.575  -0.313
8 C 1.618 -0.717 2.488  0.082
9 N 0.682 0.177 2.144  -0.443
10 C -2.082 -0.389 -0.934  0.785
11 O -2.513 -0.946 0.039  -0.590
12 O -2.177 -0.855 -2.191  -0.689
13 H -0.289 2.004 -2.319  0.371
14 H 0.381 0.519 -1.930  0.407
15 H -2.113 1.754 -1.031  0.218
16 H -1.514 1.219 1.209  0.262
17 H -0.270 2.281 0.472  0.227
18 H 2.249 -2.009 -0.569  0.206
19 H 2.991 -2.301 1.788  0.232
20 H 1.793 -0.735 3.558  0.205
21 H -1.601 -0.211 -2.712  0.510

Of them, i has the lowest stability.

i.
Formula: C18H23N3O4S
Source: the Open Molecules 2025 dataset
Level of theory: ωB97M-V/def2-TZVPD

Kohn-Sham gap, eV: 9.05
Spin multiplicity: 1
Lowest unoccupied orbital energy, hartree: 0.0227
SMILES: COc1ccc(CCN[C@H](C)C(=O)Nc2ccc(S(N)(=O)=O)cc2)cc1
HOMO, eV: -8.44

Each line ends with the natural charge from an NBO analysis.
Positions of all 49 atoms, in Å:
1 C 0.727 3.723 -1.417  -0.258
2 O -0.453 2.991 -1.166  -0.547
3 C -0.469 1.651 -1.438  0.375
4 C 0.554 0.949 -2.059  -0.313
5 C 0.438 -0.419 -2.252  -0.176
6 C -0.687 -1.113 -1.841  -0.060
7 C -0.821 -2.604 -1.997  -0.450
8 C -0.987 -3.313 -0.633  -0.207
9 N 0.195 -3.885 0.011  -0.649
10 C 1.514 -3.311 -0.210  -0.146
11 C 2.535 -4.127 0.592  -0.596
12 C 1.639 -1.858 0.239  0.700
13 O 2.494 -1.134 -0.217  -0.610
14 N 0.745 -1.508 1.204  -0.646
15 C 0.392 -0.211 1.566  0.265
16 C 1.257 0.865 1.371  -0.272
17 C 0.814 2.149 1.624  -0.160
18 C -0.473 2.356 2.073  -0.367
19 S -1.108 4.011 2.171  2.300
20 N -2.323 3.893 1.017  -1.079
21 O -0.093 4.937 1.740  -0.953
22 O -1.755 4.257 3.425  -0.936
23 C -1.319 1.296 2.336  -0.162
24 C -0.883 0.009 2.093  -0.257
25 C -1.725 -0.388 -1.259  -0.200
26 C -1.624 0.970 -1.055  -0.273
27 H 0.603 4.672 -0.896  0.218
28 H 0.860 3.899 -2.489  0.179
29 H 1.606 3.211 -1.019  0.181
30 H 1.451 1.445 -2.392  0.224
31 H 1.253 -0.944 -2.728  0.218
32 H -1.715 -2.811 -2.591  0.223
33 H 0.032 -3.011 -2.539  0.213
34 H -1.698 -4.135 -0.739  0.204
35 H -1.440 -2.591 0.057  0.177
36 H 0.259 -4.871 -0.219  0.371
37 H 1.825 -3.323 -1.269  0.195
38 H 2.252 -4.146 1.642  0.214
39 H 2.579 -5.150 0.224  0.208
40 H 3.519 -3.678 0.497  0.230
41 H 0.109 -2.247 1.478  0.419
42 H 2.247 0.686 0.989  0.260
43 H 1.447 3.008 1.468  0.243
44 H -1.909 3.832 0.095  0.411
45 H -2.962 4.671 1.079  0.398
46 H -2.310 1.499 2.709  0.241
47 H -1.537 -0.831 2.279  0.213
48 H -2.633 -0.897 -0.965  0.208
49 H -2.424 1.524 -0.591  0.226

ii.
Formula: C18H23N3O4S
Source: the Open Molecules 2025 dataset
Level of theory: ωB97M-V/def2-TZVPD

Kohn-Sham gap, eV: 8.97
Spin multiplicity: 1
Lowest unoccupied orbital energy, hartree: 0.0137
SMILES: CCC(CC)C(=O)Nc1c2c(nn1-c1ccc(OC)cc1)CS(=O)(=O)C2
HOMO, eV: -8.60

Each line ends with the natural charge from an NBO analysis.
Positions of all 49 atoms, in Å:
1 C 2.452 3.329 -2.594  -0.604
2 C 1.418 2.275 -2.213  -0.385
3 C 0.559 2.694 -1.009  -0.305
4 C 1.334 2.667 0.314  -0.393
5 C 0.455 3.073 1.492  -0.609
6 C -0.686 1.820 -0.950  0.706
7 O -1.806 2.242 -1.113  -0.600
8 N -0.415 0.500 -0.712  -0.639
9 C -1.343 -0.528 -0.671  0.339
10 C -2.545 -0.724 -1.322  -0.162
11 C -2.944 -2.027 -0.937  0.135
12 N -2.060 -2.587 -0.139  -0.259
13 N -1.089 -1.674 0.034  -0.192
14 C 0.019 -1.970 0.843  0.167
15 C 0.570 -1.019 1.692  -0.237
16 C 1.667 -1.331 2.477  -0.295
17 C 2.215 -2.609 2.437  0.303
18 O 3.287 -3.020 3.158  -0.486
19 C 3.899 -2.113 4.044  -0.254
20 C 1.634 -3.572 1.605  -0.229
21 C 0.551 -3.258 0.817  -0.208
22 C -4.238 -2.521 -1.429  -0.663
23 S -4.999 -0.945 -2.036  2.153
24 O -5.597 -1.154 -3.327  -0.941
25 O -5.834 -0.400 -1.005  -0.934
26 C -3.448 0.041 -2.195  -0.649
27 H 3.175 3.478 -1.796  0.202
28 H 2.991 3.017 -3.485  0.216
29 H 1.967 4.279 -2.804  0.207
30 H 1.929 1.332 -1.998  0.192
31 H 0.758 2.108 -3.068  0.212
32 H 0.197 3.713 -1.178  0.229
33 H 2.172 3.362 0.244  0.214
34 H 1.753 1.672 0.490  0.187
35 H 0.080 4.083 1.353  0.215
36 H 1.021 3.041 2.420  0.212
37 H -0.404 2.412 1.587  0.204
38 H 0.536 0.233 -0.500  0.417
39 H 0.127 -0.038 1.774  0.224
40 H 2.072 -0.571 3.126  0.223
41 H 4.714 -2.662 4.511  0.205
42 H 3.202 -1.775 4.817  0.179
43 H 4.305 -1.245 3.514  0.176
44 H 2.058 -4.563 1.598  0.229
45 H 0.091 -3.998 0.182  0.242
46 H -4.862 -2.958 -0.656  0.265
47 H -4.157 -3.187 -2.284  0.253
48 H -3.607 1.064 -1.864  0.292
49 H -3.174 0.015 -3.247  0.244

Of them, ii has the lowest stability.

i.
Formula: C16H24N4OS
Source: the Open Molecules 2025 dataset
Level of theory: ωB97M-V/def2-TZVPD

Kohn-Sham gap, eV: 6.57
Spin multiplicity: 1
Lowest unoccupied orbital energy, hartree: -0.0404
HOMO, eV: -7.67

Each line ends with the natural charge from an NBO analysis.
Positions of all 46 atoms, in Å:
1 N 1.829 -5.776 1.722  -0.522
2 N 1.373 -3.812 3.315  -0.536
3 O -0.488 2.857 -4.073  -0.733
4 S 2.516 -5.099 3.106  0.792
5 C -0.715 -3.960 -0.219  -0.196
6 C -1.057 -2.967 0.619  -0.040
7 C 0.194 -4.987 0.249  -0.160
8 C -0.580 -3.032 1.893  -0.209
9 C 0.940 -4.898 1.381  0.040
10 C 0.599 -3.794 2.251  0.111
11 N -1.105 -0.589 0.122  -0.469
12 N 0.124 1.919 -0.115  -0.508
13 C -1.879 -1.863 0.076  -0.216
14 C 1.075 4.182 0.485  -0.627
15 C 2.405 1.982 1.015  -0.632
16 C -1.067 2.739 -2.796  -0.055
17 C -1.002 0.098 1.361  -0.221
18 C -0.809 1.653 1.061  -0.212
19 C -0.071 -0.419 -1.013  -0.220
20 C -1.058 1.331 -2.312  -0.445
21 C 1.434 2.734 0.037  -0.019
22 C 0.057 0.996 -1.354  -0.033
23 H -0.790 3.685 -4.479  0.469
24 H -1.043 -3.953 -1.231  0.214
25 H 0.466 -5.926 -0.378  0.222
26 H -0.906 -2.334 2.634  0.217
27 H -2.166 -2.140 -0.982  0.200
28 H -2.790 -1.701 0.608  0.208
29 H 2.000 4.755 0.542  0.210
30 H 0.565 4.327 1.482  0.205
31 H 0.267 4.604 -0.181  0.220
32 H 2.012 1.477 1.878  0.213
33 H 3.240 2.644 1.272  0.204
34 H 2.951 1.103 0.490  0.205
35 H -2.137 3.096 -2.728  0.156
36 H -0.405 3.394 -2.211  0.172
37 H -2.061 -0.044 1.780  0.198
38 H -0.237 -0.307 2.055  0.168
39 H -1.817 2.034 0.677  0.188
40 H -0.446 2.210 1.950  0.213
41 H 0.820 -0.919 -0.559  0.181
42 H -0.156 -1.088 -1.814  0.210
43 H -1.957 1.209 -1.778  0.211
44 H -1.093 0.610 -3.112  0.218
45 H 2.003 2.845 -0.855  0.203
46 H 0.965 1.126 -1.872  0.203

ii.
Formula: C16H24N4OS
Source: the Open Molecules 2025 dataset
Level of theory: ωB97M-V/def2-TZVPD

Kohn-Sham gap, eV: 8.81
Spin multiplicity: 1
Lowest unoccupied orbital energy, hartree: 0.0255
SMILES: CCNC(=S)NNC(=O)C1CCN(Cc2ccccc2)CC1
HOMO, eV: -8.11

Each line ends with the natural charge from an NBO analysis.
Positions of all 46 atoms, in Å:
1 C -4.337 -1.803 -2.005  -0.620
2 C -4.574 -1.577 -0.512  -0.222
3 N -3.431 -1.945 0.293  -0.590
4 C -2.276 -1.259 0.417  0.282
5 S -1.018 -1.901 1.276  -0.279
6 N -2.164 -0.070 -0.249  -0.458
7 N -1.153 0.816 0.124  -0.482
8 C -1.498 2.059 0.504  0.663
9 O -2.664 2.417 0.543  -0.655
10 C -0.330 2.969 0.846  -0.297
11 C 0.211 3.613 -0.436  -0.406
12 C 0.846 2.577 -1.370  -0.222
13 N 1.408 1.445 -0.638  -0.468
14 C 2.369 0.721 -1.464  -0.246
15 C 2.816 -0.554 -0.803  0.045
16 C 1.903 -1.576 -0.578  -0.230
17 C 2.295 -2.742 0.053  -0.187
18 C 3.609 -2.904 0.457  -0.216
19 C 4.529 -1.896 0.226  -0.210
20 C 4.132 -0.725 -0.396  -0.245
21 C 1.955 1.870 0.640  -0.234
22 C 0.813 2.254 1.588  -0.416
23 H -3.488 -1.217 -2.348  0.215
24 H -4.131 -2.853 -2.199  0.210
25 H -5.218 -1.511 -2.570  0.214
26 H -5.417 -2.182 -0.174  0.211
27 H -4.824 -0.527 -0.326  0.194
28 H -3.388 -2.889 0.646  0.418
29 H -3.021 0.462 -0.407  0.410
30 H -0.174 0.576 -0.064  0.461
31 H -0.751 3.758 1.475  0.242
32 H -0.593 4.131 -0.960  0.230
33 H 0.954 4.360 -0.150  0.209
34 H 1.622 3.079 -1.973  0.182
35 H 0.096 2.181 -2.063  0.199
36 H 3.246 1.350 -1.697  0.173
37 H 1.864 0.484 -2.407  0.209
38 H 0.878 -1.456 -0.892  0.220
39 H 1.567 -3.517 0.238  0.222
40 H 3.917 -3.815 0.950  0.213
41 H 5.557 -2.017 0.537  0.211
42 H 4.853 0.063 -0.567  0.208
43 H 2.652 2.715 0.512  0.165
44 H 2.517 1.038 1.068  0.227
45 H 0.428 1.359 2.078  0.231
46 H 1.210 2.909 2.365  0.218

Of them, i has the lowest stability.